[1]
{
  "formula": "C46H32N5O7PY",
  "method": "wB97M-V/def2-TZVPD",
  "orbital_gap_ev": [4.531, 4.837],
  "e_homo_ev": [-0.598, -0.875],
  "multiplicity": 2,
  "total_charge": -2,
  "fmax_ha_per_bohr": 0.349,
  "total_energy_ha": -2951.27296,
  "species": ["Y", "O", "C", "O", "C", "C", "C", "C", "C", "N", "C", "O", "O", "H", "H", "H", "C", "C", "C", "C", "C", "C", "P", "C", "C", "C", "C", "C", "C", "C", "C", "C", "C", "C", "C", "C", "C", "C", "C", "H", "H", "H", "H", "H", "H", "H", "H", "H", "H", "H", "H", "H", "H", "H", "H", "O", "N", "O", "C", "C", "C", "C", "C", "C", "N", "C", "C", "N", "C", "C", "C", "C", "H", "H", "H", "H", "H", "H", "H", "O", "N", "C", "C", "C", "C", "C", "H", "H", "H", "H", "H", "H"],
  "xyz": [[-0.77, 0.69, 0.06], [-1.16, 1.79, 4.54], [-1.40, 1.62, 3.31], [-0.76, 1.17, 2.36], [-2.61, 1.95, 2.64], [-3.67, 2.53, 3.37], [-4.82, 2.84, 2.71], [-4.84, 2.56, 1.37], [-3.70, 1.98, 0.73], [-2.46, 1.60, 1.27], [-3.83, 1.72, -0.68], [-4.88, 1.99, -1.36], [-2.75, 1.23, -1.03], [-3.55, 2.70, 4.44], [-5.67, 3.28, 3.21], [-5.72, 2.77, 0.77], [4.09, -1.61, -4.58], [2.98, -0.89, -4.98], [2.20, -0.21, -4.03], [2.53, -0.24, -2.66], [3.65, -1.00, -2.28], [4.43, -1.67, -3.23], [1.45, 0.63, -1.48], [2.41, 0.69, 0.06], [3.49, 1.54, 0.30], [4.19, 1.51, 1.52], [3.81, 0.61, 2.51], [2.74, -0.25, 2.30], [2.04, -0.21, 1.09], [1.47, 2.36, -2.09], [2.57, 2.92, -2.75], [2.53, 4.24, -3.21], [1.39, 5.02, -3.01], [0.27, 4.48, -2.37], [-0.89, 5.25, -2.17], [-2.01, 4.70, -1.54], [-1.97, 3.38, -1.09], [-0.82, 2.62, -1.28], [0.31, 3.14, -1.90], [4.70, -2.14, -5.31], [2.71, -0.84, -6.03], [1.33, 0.34, -4.38], [3.93, -1.09, -1.23], [5.29, -2.25, -2.91], [3.82, 2.25, -0.45], [5.02, 2.18, 1.68], [4.35, 0.58, 3.46], [2.44, -0.95, 3.07], [1.21, -0.89, 0.95], [3.48, 2.35, -2.92], [3.40, 4.67, -3.71], [1.38, 6.04, -3.37], [-0.94, 6.28, -2.52], [-2.90, 5.30, -1.39], [-2.83, 2.94, -0.60], [-3.53, -6.60, -0.41], [-2.81, -5.85, -1.09], [-2.32, -6.18, -2.17], [-2.56, -4.49, -0.55], [-3.16, -4.20, 0.68], [-3.00, -2.96, 1.28], [-3.61, -2.69, 2.51], [-3.45, -1.46, 3.12], [-2.69, -0.53, 2.47], [-2.09, -0.75, 1.28], [-2.22, -1.96, 0.66], [-1.60, -2.24, -0.59], [-0.86, -1.27, -1.18], [-0.25, -1.47, -2.36], [-0.34, -2.65, -3.04], [-1.10, -3.67, -2.47], [-1.76, -3.51, -1.22], [-3.77, -4.95, 1.19], [-4.21, -3.45, 3.01], [-3.92, -1.24, 4.08], [-2.52, 0.46, 2.89], [0.32, -0.63, -2.74], [0.16, -2.79, -4.00], [-1.14, -4.59, -3.04], [0.54, -0.62, 1.36], [1.34, -1.42, 2.16], [2.50, -1.95, 1.64], [3.33, -2.78, 2.48], [2.96, -3.03, 3.75], [1.72, -2.46, 4.27], [0.97, -1.69, 3.46], [2.75, -1.71, 0.61], [4.24, -3.19, 2.06], [3.55, -3.65, 4.41], [1.42, -2.66, 5.29], [0.04, -1.23, 3.78], [0.41, 1.87, 1.24]]
}

=====

[2]
{
  "formula": "C6H16O2",
  "method": "wB97M-V/def2-TZVPD",
  "orbital_gap_ev": 10.484,
  "e_homo_ev": -9.390,
  "e_above_lowest_kcal_mol": 40.5,
  "total_charge": 0,
  "fmax_ha_per_bohr": 0.046,
  "total_energy_ha": -388.61616,
  "species": ["O", "C", "C", "C", "H", "H", "H", "H", "H", "H", "H", "H", "O", "C", "C", "C", "H", "H", "H", "H", "H", "H", "H", "H"],
  "xyz": [[0.66, 1.24, -0.18], [0.00, 0.00, 0.00], [0.90, 3.30, -1.31], [0.02, 2.09, -1.11], [-0.84, -0.17, -0.70], [-0.39, -0.06, 1.03], [0.74, -0.80, -0.14], [0.43, 4.13, -1.85], [1.75, 2.92, -1.91], [1.29, 3.67, -0.35], [-0.34, 1.52, -1.98], [-0.87, 2.45, -0.55], [1.62, 4.27, 2.18], [3.01, 4.17, 1.92], [-0.11, 4.83, 3.76], [1.34, 4.28, 3.53], [3.17, 3.88, 0.87], [3.50, 3.43, 2.58], [3.48, 5.16, 2.09], [-0.32, 5.85, 3.38], [-0.26, 4.83, 4.85], [-0.84, 4.13, 3.30], [1.32, 3.23, 3.86], [2.13, 4.80, 4.11]]
}

=====

[3]
{
  "formula": "C38H54FN18O4P",
  "method": "wB97M-V/def2-TZVPD",
  "orbital_gap_ev": 9.008,
  "e_homo_ev": -8.857,
  "e_above_lowest_kcal_mol": 0.0,
  "total_charge": 0,
  "fmax_ha_per_bohr": 0.069,
  "total_energy_ha": -3207.99061,
  "species": ["O", "C", "O", "P", "O", "O", "N", "F", "C", "C", "C", "C", "N", "C", "H", "H", "H", "H", "H", "H", "C", "C", "N", "H", "H", "H", "C", "C", "N", "H", "H", "H", "C", "C", "N", "H", "H", "H", "C", "C", "N", "H", "H", "H", "C", "C", "N", "H", "H", "H", "C", "C", "N", "H", "H", "H", "C", "C", "N", "H", "H", "H", "C", "C", "N", "H", "H", "H", "C", "C", "N", "H", "H", "H", "C", "C", "N", "H", "H", "H", "C", "C", "N", "H", "H", "H", "C", "C", "N", "H", "H", "H", "C", "C", "N", "H", "H", "H", "C", "C", "N", "H", "H", "H", "C", "C", "N", "H", "H", "H", "C", "C", "N", "H", "H", "H"],
  "xyz": [[-1.62, -5.55, -1.16], [-2.54, -4.80, -1.25], [-3.49, -4.98, -2.21], [-2.85, -5.30, -3.76], [-1.56, -4.31, -4.01], [-4.05, -4.80, -4.76], [-2.83, -3.71, -0.35], [-4.21, -3.53, -0.43], [-2.13, -2.50, -0.80], [-0.76, -2.58, -1.01], [-0.19, -1.38, -1.47], [-1.06, -0.32, -1.66], [-2.34, -0.25, -1.43], [-2.89, -1.37, -0.99], [-0.85, -4.84, -4.40], [-4.51, -4.02, -4.37], [-0.18, -3.48, -0.83], [0.86, -1.32, -1.69], [-0.60, 0.59, -2.06], [-3.96, -1.36, -0.80], [-6.00, -0.44, -4.09], [-5.73, -1.77, -3.53], [-5.55, -2.80, -3.07], [-5.08, 0.03, -4.43], [-6.69, -0.55, -4.93], [-6.46, 0.19, -3.33], [-3.71, 4.22, -1.38], [-4.79, 3.44, -1.99], [-5.65, 2.83, -2.45], [-2.79, 3.64, -1.37], [-3.55, 5.13, -1.96], [-3.97, 4.49, -0.37], [-3.84, -5.53, 2.65], [-3.30, -4.72, 3.75], [-2.88, -4.08, 4.60], [-4.14, -4.89, 1.82], [-3.09, -6.24, 2.31], [-4.70, -6.09, 3.00], [-0.90, 6.63, -4.23], [-0.87, 5.94, -2.94], [-0.85, 5.40, -1.93], [0.04, 7.14, -4.40], [-1.07, 5.91, -5.03], [-1.71, 7.36, -4.24], [-0.07, -8.19, 0.89], [1.38, -8.15, 1.11], [2.51, -8.11, 1.26], [-0.43, -7.18, 0.69], [-0.30, -8.82, 0.04], [-0.56, -8.58, 1.78], [3.66, -3.53, -0.47], [2.89, -2.46, 0.16], [2.29, -1.62, 0.66], [4.12, -3.16, -1.39], [4.45, -3.87, 0.20], [3.01, -4.36, -0.70], [0.60, 5.37, 1.06], [0.35, 6.56, 1.87], [0.15, 7.49, 2.51], [0.19, 4.50, 1.55], [0.13, 5.49, 0.08], [1.67, 5.24, 0.92], [0.49, -2.43, -6.36], [0.61, -3.81, -5.90], [0.70, -4.90, -5.55], [1.48, -1.98, -6.43], [0.01, -2.40, -7.33], [-0.10, -1.86, -5.64], [-5.26, 2.38, 1.98], [-4.01, 3.09, 1.71], [-3.03, 3.64, 1.48], [-5.08, 1.57, 2.68], [-5.98, 3.07, 2.42], [-5.67, 1.98, 1.06], [1.62, 10.53, 1.24], [2.67, 10.72, 0.23], [3.49, 10.86, -0.56], [2.00, 10.78, 2.22], [0.77, 11.18, 1.01], [1.28, 9.50, 1.24], [4.35, 7.93, 2.01], [4.25, 6.51, 1.56], [4.17, 5.42, 1.21], [4.06, 7.99, 3.05], [5.35, 8.25, 1.89], [3.69, 8.54, 1.41], [6.65, 3.02, 1.99], [8.03, 3.05, 2.47], [9.11, 3.08, 2.85], [6.07, 3.80, 2.48], [6.62, 3.18, 0.92], [6.20, 2.05, 2.22], [3.28, -6.17, 4.06], [2.94, -5.00, 4.88], [2.67, -4.09, 5.52], [2.57, -6.97, 4.27], [3.23, -5.92, 3.01], [4.28, -6.52, 4.30], [-7.03, -7.93, 1.20], [-5.91, -8.22, 2.10], [-5.04, -8.44, 2.81], [-7.60, -7.08, 1.57], [-6.65, -7.70, 0.20], [-7.68, -8.80, 1.13], [5.22, 12.40, 3.70], [5.18, 11.00, 3.28], [5.14, 9.90, 2.94], [4.92, 12.49, 4.74], [6.24, 12.79, 3.59], [4.55, 13.00, 3.08], [6.62, -7.95, 0.60], [5.85, -6.89, 1.24], [5.25, -6.05, 1.74], [7.08, -7.57, -0.31], [7.40, -8.30, 1.28], [5.97, -8.78, 0.35]]
}

=====

[4]
{
  "formula": "C9H10BrN2",
  "method": "wB97M-V/def2-TZVPD",
  "orbital_gap_ev": 8.429,
  "e_homo_ev": -12.514,
  "e_above_lowest_kcal_mol": 74.3,
  "total_charge": 1,
  "fmax_ha_per_bohr": 0.092,
  "total_energy_ha": -3032.13670,
  "species": ["C", "C", "C", "C", "C", "C", "C", "C", "C", "N", "N", "Br", "H", "H", "H", "H", "H", "H", "H", "H", "H", "H"],
  "xyz": [[1.48, 2.57, 0.33], [0.50, 2.70, -0.66], [1.41, 1.42, 1.08], [-0.46, 1.81, -0.86], [0.60, 0.37, 0.69], [-0.44, 0.64, -0.13], [0.66, -0.92, 1.37], [-0.10, -1.93, 1.02], [-1.09, -1.80, -0.05], [-1.54, -0.21, -0.35], [-0.45, -2.12, -1.38], [-3.10, 0.24, 0.69], [2.19, 3.34, 0.55], [0.63, 3.61, -1.18], [2.16, 1.17, 1.81], [-1.32, 1.95, -1.49], [1.43, -0.90, 2.13], [0.15, -2.86, 1.46], [-1.88, -2.58, 0.05], [0.54, -1.96, -1.33], [-0.92, -1.37, -2.03], [-0.46, -3.16, -1.72]]
}